[1]
The following is a DFT calculation (the ωB97M-V functional and the def2-TZVPD basis) of C38H43AlN6O2PTe as an isolated structure.

CARTESIAN COORDINATES (ANGSTROEM)
1 Al -0.703 1.083 -1.212
2 C -4.344 2.158 1.029
3 O -4.637 1.784 -0.371
4 C -3.516 1.373 -0.880
5 N -2.455 1.384 -0.165
6 C -2.809 2.024 1.134
7 C -2.292 1.265 2.343
8 C -3.024 1.234 3.526
9 C -2.490 0.657 4.674
10 C -1.205 0.131 4.661
11 C -0.461 0.166 3.489
12 C -1.006 0.720 2.338
13 C -3.417 0.922 -2.288
14 C -4.422 0.821 -3.226
15 C -4.073 0.400 -4.507
16 C -2.745 0.105 -4.804
17 C -1.815 0.251 -3.796
18 N -2.154 0.641 -2.575
19 C -0.347 0.067 -3.868
20 N 0.350 0.271 -2.814
21 C 1.789 0.168 -3.212
22 C 1.687 -0.352 -4.666
23 O 0.245 -0.273 -4.974
24 C 2.637 -0.663 -2.267
25 C 2.438 -0.607 -0.886
26 C 3.296 -1.264 -0.014
27 C 4.365 -1.999 -0.513
28 C 4.575 -2.057 -1.885
29 C 3.723 -1.384 -2.754
30 H -4.888 1.472 1.667
31 H -4.707 3.166 1.187
32 H -2.345 3.013 1.147
33 H -4.012 1.682 3.578
34 H -3.073 0.642 5.587
35 H -0.777 -0.282 5.567
36 H 0.561 -0.203 3.485
37 H -0.394 0.788 1.449
38 H -5.443 1.072 -2.965
39 H -4.833 0.310 -5.275
40 H -2.438 -0.212 -5.795
41 H 2.205 1.176 -3.221
42 H 1.994 -1.385 -4.785
43 H 2.209 0.266 -5.385
44 H 1.661 0.021 -0.477
45 H 3.167 -1.162 1.061
46 H 5.049 -2.499 0.164
47 H 5.418 -2.612 -2.283
48 H 3.929 -1.416 -3.821
49 C 4.626 2.805 4.070
50 C 3.640 2.863 2.930
51 C 2.372 3.403 3.099
52 C 1.450 3.498 2.059
53 C 0.129 4.168 2.369
54 C 1.826 2.995 0.799
55 Te 0.493 3.292 -0.857
56 C 3.119 2.496 0.576
57 C 3.680 2.111 -0.774
58 C 3.990 2.424 1.661
59 H 4.139 2.963 5.032
60 H 5.383 3.583 3.950
61 H 5.152 1.849 4.091
62 H 2.094 3.799 4.074
63 H 0.244 4.837 3.222
64 H -0.631 3.436 2.638
65 H -0.241 4.762 1.536
66 H 2.906 1.997 -1.524
67 H 4.257 1.185 -0.709
68 H 4.363 2.891 -1.123
69 H 4.996 2.044 1.491
70 C -0.045 -4.464 -0.041
71 N -0.587 -3.660 1.158
72 C -2.110 -3.884 1.241
73 N -2.724 -3.519 0.006
74 C -2.178 -4.313 -1.101
75 N -0.734 -4.091 -1.233
76 C -0.405 -2.752 -1.715
77 P -0.986 -1.447 -0.515
78 C -0.266 -2.199 1.028
79 C -2.724 -2.083 -0.265
80 H -0.208 -5.514 0.187
81 H 1.021 -4.264 -0.114
82 H -0.156 -4.016 2.013
83 H -2.483 -3.292 2.072
84 H -2.260 -4.940 1.445
85 H -2.674 -4.036 -2.029
86 H -2.365 -5.369 -0.912
87 H -0.892 -2.594 -2.680
88 H 0.671 -2.649 -1.860
89 H -0.662 -1.670 1.891
90 H 0.815 -2.075 1.013
91 H -3.317 -1.891 -1.162
92 H -3.187 -1.543 0.563

charge	+3
frontier orbital gap	5.700	eV
electronic energy	-76297.7684	eV
HOMO level	-15.0	eV

***

[2]
The following is a DFT calculation (the ωB97M-V functional and the def2-TZVPD basis) of C13H22BeF5N2O9PS2 as an isolated structure in a non-equilibrium geometry.

CARTESIAN COORDINATES (ANGSTROEM)
1 C 1.221 4.092 1.579
2 O -0.261 3.937 1.635
3 C -0.682 3.330 0.363
4 C -2.299 3.191 0.153
5 S -2.902 5.000 0.285
6 O -2.089 5.957 -0.670
7 O -4.395 5.138 -0.202
8 F -2.712 5.652 1.869
9 C -2.693 2.883 -1.442
10 F -1.788 2.015 -2.230
11 C -4.161 2.149 -1.377
12 O -5.070 2.073 -2.358
13 N -4.196 1.653 0.061
14 C -3.191 2.192 1.088
15 C -2.545 0.843 1.748
16 C -1.499 0.020 0.794
17 C -0.049 -0.208 1.590
18 F 0.390 0.995 2.353
19 F 1.055 -0.468 0.591
20 F -0.094 -1.422 2.488
21 P -4.352 2.882 2.436
22 S -3.437 3.332 4.126
23 H 1.614 5.047 2.135
24 H 1.743 3.151 2.087
25 H 1.646 4.132 0.483
26 H -0.068 2.344 0.226
27 H -0.299 4.068 -0.495
28 H -2.742 3.855 -2.132
29 H -4.120 0.609 -0.121
30 H -3.458 0.102 1.955
31 H -2.122 1.102 2.829
32 H -1.221 0.542 -0.215
33 H -1.926 -1.046 0.553
34 H -5.338 1.858 2.806
35 H -5.104 4.051 2.062
36 C 2.113 -2.922 1.327
37 O 3.313 -3.212 0.612
38 C 3.417 -4.499 0.194
39 O 2.594 -5.382 0.380
40 O 4.595 -4.634 -0.465
41 C 4.841 -5.947 -0.965
42 H 2.137 -1.867 1.612
43 H 1.237 -3.088 0.693
44 H 2.053 -3.524 2.239
45 H 4.073 -6.233 -1.691
46 H 4.889 -6.670 -0.144
47 H 5.809 -5.939 -1.474
48 Be -3.314 -2.264 0.323
49 C 4.484 -3.544 -4.335
50 N 3.837 -4.867 -4.122
51 O 4.570 -5.813 -3.814
52 O 2.610 -4.917 -4.272
53 H 5.559 -3.646 -4.172
54 H 4.278 -3.238 -5.363
55 H 4.050 -2.845 -3.618

charge	+2
frontier orbital gap	1.421	eV
electronic energy	-80155.7856	eV
HOMO level	-14.7	eV

***

[3]
The following is a DFT calculation (the ωB97M-V functional and the def2-TZVPD basis) of a 3-piece molecular cluster, C17H17Br2F19O8P2S overall in a non-equilibrium geometry.

CARTESIAN COORDINATES (ANGSTROEM)
1 O -2.248 2.636 3.560
2 C -2.110 2.591 2.395
3 O -0.987 2.178 1.742
4 C -1.478 1.671 0.497
5 P -0.162 1.035 -0.635
6 O 1.187 1.361 -0.189
7 O -0.614 1.469 -2.108
8 O -0.461 -0.546 -0.648
9 C -2.534 2.724 0.142
10 C -3.598 2.211 -0.826
11 C -4.698 1.423 -0.119
12 C -5.726 0.827 -1.075
13 F -6.439 1.837 -1.653
14 Br -4.888 -0.151 -2.526
15 C -6.720 -0.130 -0.293
16 F -6.487 -0.023 1.029
17 F -6.514 -1.418 -0.590
18 Br -8.573 0.278 -0.616
19 P -1.883 4.433 -0.285
20 S -0.302 4.634 -1.368
21 O -3.073 2.935 1.489
22 H -2.068 0.764 0.732
23 H -0.773 0.709 -2.684
24 H -1.382 -0.825 -0.568
25 H -3.084 1.550 -1.533
26 H -4.025 3.026 -1.425
27 H -4.263 0.596 0.452
28 H -5.246 2.055 0.590
29 H -3.055 5.009 -0.804
30 H -1.826 4.991 1.000
31 F -2.505 -2.922 -1.059
32 C -2.864 -2.496 0.163
33 F -3.001 -1.136 0.096
34 C -1.779 -2.795 1.201
35 F -0.668 -2.099 0.893
36 F -2.290 -2.297 2.369
37 C -1.447 -4.264 1.476
38 O -0.307 -4.751 0.813
39 C -0.385 -5.345 -0.409
40 F -1.654 -5.469 -0.834
41 F 0.133 -6.591 -0.302
42 C 0.476 -4.602 -1.443
43 F 0.051 -3.326 -1.558
44 F 0.334 -5.211 -2.639
45 H -3.825 -2.929 0.447
46 H -1.193 -4.294 2.535
47 H -2.321 -4.898 1.323
48 H 1.523 -4.618 -1.139
49 F 7.176 0.970 2.095
50 C 8.237 1.462 1.427
51 F 8.789 2.450 2.167
52 C 7.805 2.045 0.077
53 F 7.000 3.104 0.268
54 F 8.974 2.491 -0.488
55 C 7.203 1.078 -0.948
56 O 5.800 1.070 -1.033
57 C 5.042 0.205 -0.302
58 F 5.798 -0.652 0.409
59 F 4.309 -0.537 -1.171
60 C 4.044 0.955 0.588
61 F 4.721 1.758 1.443
62 F 3.367 0.040 1.316
63 H 8.979 0.672 1.282
64 H 7.539 1.459 -1.911
65 H 7.616 0.077 -0.822
66 H 3.355 1.545 -0.014

charge	0
SMILES	O=C1O[C@H](P(=O)(O)O)[C@](CC[C@@](F)(Br)C(F)(F)Br)([PH2]=S)O1.FC(F)C(F)(F)COC(F)(F)C(F)F.FC(F)C(F)(F)COC(F)(F)C(F)F
frontier orbital gap	9.173	eV
electronic energy	-255416.8026	eV
HOMO level	-9.2	eV

***

[4]
The following is a DFT calculation (the ωB97M-V functional and the def2-TZVPD basis) of C3H7OPS2 in the gas phase in a non-equilibrium geometry.

CARTESIAN COORDINATES (ANGSTROEM)
1 C -1.353 -1.440 -1.669
2 C -1.009 0.126 -1.664
3 C 1.550 0.894 2.550
4 O -0.646 -2.196 -0.891
5 P -1.192 0.480 1.433
6 S -2.093 0.869 -0.334
7 S 0.755 0.958 0.932
8 H -2.454 -1.753 -1.569
9 H -1.176 -1.709 -2.688
10 H 0.047 0.524 -1.308
11 H -1.254 0.632 -2.653
12 H 1.073 0.671 3.443
13 H 2.088 1.895 2.768
14 H 2.366 0.168 2.308

charge	0
frontier orbital gap (spin up / spin down)	8.025 / 5.684	eV
electronic energy	-36227.7901	eV
HOMO level (spin up / spin down)	-8.9 / -7.2	eV

***

[5]
The following is a DFT calculation (the ωB97M-V functional and the def2-TZVPD basis) of a 2-piece molecular cluster, C3H4INO overall in a non-equilibrium geometry.

CARTESIAN COORDINATES (ANGSTROEM)
1 O -0.649 -2.275 0.202
2 N 0.473 -1.482 0.224
3 C 0.828 -0.530 -0.496
4 I 2.719 0.214 -0.207
5 H -1.445 -1.921 -0.430
6 H 0.185 -0.023 -1.238
7 C -0.322 1.925 0.110
8 C -0.765 1.073 0.852
9 H -0.085 2.808 -0.421
10 H -0.939 0.212 1.404

charge	0
SMILES	O/N=C/I.C#C
frontier orbital gap	9.651	eV
electronic energy	-14808.5179	eV
HOMO level	-9.4	eV

***

[6]
The following is a DFT calculation (the ωB97M-V functional and the def2-TZVPD basis) of an isolated ion of composition C5H13N4O3 and charge +1 in a non-equilibrium geometry.

CARTESIAN COORDINATES (ANGSTROEM)
1 C 2.361 1.183 -1.137
2 C 0.894 1.109 -0.784
3 C 0.658 0.123 0.445
4 C 0.840 0.993 1.695
5 N -0.672 -0.428 0.396
6 O -1.788 0.301 0.846
7 N -2.434 1.083 -0.256
8 O -2.150 0.712 -1.340
9 O -3.199 1.860 0.118
10 C -0.913 -1.676 0.060
11 N 0.179 -2.396 -0.351
12 N -2.157 -2.189 0.211
13 H 2.632 0.237 -1.538
14 H 2.500 2.119 -1.820
15 H 3.067 1.406 -0.300
16 H 0.588 2.226 -0.584
17 H 0.106 0.640 -1.371
18 H 1.246 -0.680 0.351
19 H 0.056 1.729 1.946
20 H 0.803 0.380 2.653
21 H 1.916 1.365 1.562
22 H 0.834 -2.050 -1.049
23 H -0.068 -3.435 -0.411
24 H -2.611 -2.929 -0.294
25 H -2.688 -1.681 0.951

charge	+1
SMILES	CC[C@@H](C)N(O[N+](=O)[O-])C(N)=[NH2+]
frontier orbital gap	10.442	eV
electronic energy	-17486.0752	eV
HOMO level	-14.0	eV

***

What is the formula in the fifth record? C3H4INO